Density functional theory data (ωB97M-V with the def2-TZVPD basis set) for a cluster of 3 separate species, C21H42BN3O6S in total at a distorted geometry.

Computed properties:
HOMO (spin up / spin down), eV: -8.93 / -9.54
Energy, Ha: -1863.88628
Spin multiplicity: 3
E_LUMO (spin up / spin down), Ha: 0.01102 / -0.00740
Orbital gap (spin up / spin down), eV: 9.23 / 9.34

Each line ends with the Löwdin spin population.
CARTESIAN COORDINATES (ANGSTROEM)
C  2.718  -6.985  1.307  0.00
C  1.612  -6.266  1.162  0.00
C  0.303  -5.533  0.544  0.00
O  -0.261  -4.649  1.575  0.00
S  -1.846  -4.178  1.118  0.00
O  -2.047  -4.401  -0.389  0.00
O  -2.837  -5.225  2.016  0.00
B  -3.597  -6.119  1.150  0.00
N  -5.110  -5.921  1.147  0.00
O  -3.058  -7.191  0.336  0.00
H  3.684  -7.616  1.315  0.00
H  0.594  -4.844  -0.344  0.00
H  -0.454  -6.353  0.268  0.00
H  -5.478  -6.278  0.233  0.00
H  -5.431  -6.554  1.920  0.00
H  -2.797  -6.881  -0.568  0.00
C  0.738  -0.010  -1.011  0.00
C  1.430  -1.285  -1.562  0.02
C  1.872  -2.210  -0.402  0.01
C  3.097  -1.705  0.348  0.00
C  4.240  -1.414  -0.618  0.01
C  3.831  -0.463  -1.765  0.02
N  2.572  -0.893  -2.454  0.32
O  2.877  -1.972  -3.249  0.60
C  3.667  0.971  -1.199  0.00
C  5.027  -0.331  -2.749  0.00
C  0.297  -2.026  -2.336  0.00
H  0.952  0.153  0.048  0.00
H  1.029  0.887  -1.563  0.00
H  -0.352  -0.055  -1.104  0.00
H  2.098  -3.212  -0.789  0.00
H  1.046  -2.341  0.307  0.00
H  2.849  -0.813  0.930  0.00
H  3.417  -2.461  1.073  0.00
H  5.080  -0.989  -0.057  0.00
H  4.601  -2.365  -1.028  0.00
H  3.302  1.658  -1.968  0.00
H  4.626  1.362  -0.845  0.00
H  2.994  1.024  -0.343  0.00
H  5.355  -1.296  -3.145  0.00
H  5.897  0.107  -2.250  0.00
H  4.771  0.318  -3.594  0.00
H  -0.056  -1.434  -3.187  0.00
H  -0.562  -2.208  -1.680  0.00
H  0.605  -3.009  -2.707  0.00
C  -3.362  2.673  1.091  0.00
C  -2.313  3.475  1.907  0.02
C  -2.830  4.902  2.208  0.01
C  -2.799  5.829  1.000  0.00
C  -1.412  5.845  0.367  0.01
C  -0.890  4.432  0.025  0.02
N  -1.002  3.478  1.176  0.32
O  -0.015  3.793  2.079  0.60
C  -1.670  3.886  -1.197  0.00
C  0.570  4.555  -0.502  0.00
C  -2.232  2.717  3.268  0.00
H  -4.109  3.321  0.626  0.00
H  -2.898  2.066  0.309  0.00
H  -3.913  1.959  1.712  0.00
H  -2.227  5.358  3.004  0.00
H  -3.854  4.855  2.597  0.00
H  -3.552  5.528  0.266  0.00
H  -3.067  6.844  1.313  0.00
H  -1.440  6.465  -0.536  0.00
H  -0.720  6.346  1.055  0.00
H  -1.381  2.854  -1.420  0.00
H  -1.459  4.480  -2.092  0.00
H  -2.752  3.919  -1.071  0.00
H  1.235  5.051  0.212  0.00
H  0.606  5.152  -1.419  0.00
H  0.990  3.570  -0.735  0.00
H  -1.855  1.698  3.134  0.00
H  -3.225  2.645  3.727  0.00
H  -1.597  3.224  4.001  0.00